# 1
Here is a molecular structure, C31H74N5O20V in a non-equilibrium geometry from OMol25. Energies are from ωB97M-V/def2-TZVPD.

Structure (XYZ):
```
131
C31H74N5O20V (ωB97M-V/def2-TZVPD)
O 8.001 15.950 25.780
V 8.136 15.241 27.198
O 9.549 15.614 27.967
O 5.987 14.397 24.321
C 5.383 14.126 25.470
O 5.701 14.651 26.468
O 4.608 13.168 25.599
H 5.727 13.656 23.768
O 7.716 10.849 28.352
C 7.492 12.106 28.435
O 8.187 12.907 27.847
O 6.572 12.615 29.049
H 8.399 11.250 27.810
O 6.740 16.959 30.918
C 6.238 16.302 29.908
O 6.847 16.089 28.866
O 5.075 15.890 30.033
H 7.628 17.052 30.564
C 14.029 15.631 23.962
O 13.947 17.017 24.167
C 14.576 17.854 23.202
C 14.147 19.244 23.633
N 12.722 19.445 23.853
C 11.830 19.546 22.711
C 10.398 20.212 22.857
O 9.588 19.386 23.571
C 8.896 18.303 22.886
H 13.728 15.442 22.932
H 13.169 15.252 24.515
H 14.875 15.010 24.259
H 14.288 17.619 22.177
H 15.659 17.793 23.308
H 14.471 20.021 22.940
H 14.605 19.436 24.604
H 12.463 18.599 24.340
H 11.776 18.514 22.363
H 12.350 20.184 21.996
H 9.931 20.242 21.872
H 10.266 21.255 23.146
H 8.226 18.864 22.234
H 8.264 17.780 23.603
H 9.582 17.647 22.350
C 9.022 19.042 27.602
O 8.175 18.618 28.668
C 8.462 19.387 29.864
C 7.795 20.799 29.942
N 7.932 21.322 31.319
C 9.234 21.756 31.673
C 9.578 21.750 33.140
O 9.038 20.515 33.677
C 9.717 19.851 34.802
H 9.087 18.341 26.770
H 10.061 19.119 27.920
H 8.631 19.972 27.187
H 9.533 19.528 30.005
H 8.181 18.754 30.706
H 6.744 20.837 29.656
H 8.345 21.415 29.231
H 7.828 20.445 31.809
H 9.434 22.814 31.500
H 9.985 21.189 31.124
H 9.104 22.526 33.740
H 10.646 21.807 33.350
H 10.759 20.166 34.742
H 9.746 18.772 34.651
H 9.180 20.037 35.732
C 10.036 9.838 30.749
O 10.409 10.822 31.721
C 9.250 11.597 32.102
C 9.607 12.467 33.291
N 8.640 13.571 33.731
C 8.176 14.507 32.688
C 9.251 15.176 31.772
O 9.617 16.452 32.329
C 10.563 17.182 31.592
H 9.788 10.367 29.829
H 9.295 9.109 31.078
H 10.938 9.309 30.443
H 8.419 10.955 32.394
H 8.961 12.273 31.297
H 10.605 12.905 33.316
H 9.739 11.724 34.078
H 9.239 14.107 34.342
H 7.609 15.306 33.165
H 7.432 13.983 32.089
H 8.945 15.257 30.729
H 10.124 14.526 31.709
H 10.289 17.106 30.539
H 11.554 16.730 31.581
H 10.617 18.190 32.002
C 7.160 16.173 17.249
O 7.289 16.350 18.690
C 8.183 15.355 19.264
C 8.155 15.408 20.812
N 8.615 14.135 21.377
C 8.844 14.536 22.733
C 9.130 13.243 23.622
O 9.688 13.661 24.895
C 10.948 14.289 24.963
H 8.080 16.106 16.669
H 6.775 17.097 16.819
H 6.448 15.416 16.921
H 9.209 15.537 18.944
H 7.838 14.386 18.905
H 7.137 15.749 20.999
H 8.775 16.253 21.113
H 7.776 13.600 21.205
H 8.034 15.020 23.280
H 9.680 15.235 22.735
H 9.859 12.635 23.086
H 8.218 12.655 23.726
H 11.797 13.682 24.649
H 11.174 14.898 25.839
H 10.920 15.103 24.239
C 13.088 13.688 28.179
C 12.630 14.349 29.483
C 12.387 13.531 30.774
O 13.560 12.792 31.258
C 13.559 11.384 31.199
N 13.568 15.261 29.790
H 13.891 12.973 28.358
H 13.416 14.401 27.421
H 12.307 12.984 27.894
H 11.684 14.874 29.346
H 11.584 12.794 30.793
H 12.158 14.305 31.507
H 12.944 10.890 31.951
H 14.624 11.162 31.268
H 13.228 11.005 30.232
H 13.947 15.713 28.970
H 14.265 14.715 30.275
```

Calculated values
Spin multiplicity: 2
Total charge: -3
Expectation value of S²: 0.7584
Lowest unoccupied orbital energy (alpha / beta), eV: 4.837 / 4.837
HOMO-LUMO gap (alpha / beta), eV: 3.0 / 3.5
Calculated total energy, eV: -107422.2536
HOMO (alpha / beta), eV: 1.82 / 1.37

# 2
Here is 2 unconnected molecules or ions with the total composition C5H4ClO2 in a non-equilibrium geometry from OMol25. Energies are from ωB97M-V/def2-TZVPD.

Structure (XYZ):
```
12
C5H4ClO2 (ωB97M-V/def2-TZVPD)
C -0.558 -1.455 2.361
C -0.782 -0.984 1.275
C -2.175 0.279 -0.527
C 0.321 -0.006 -0.770
C -0.933 -0.357 0.024
O -2.928 1.131 -0.777
O -2.010 -1.030 -0.894
Cl 0.210 2.199 1.679
H -0.091 -1.885 3.152
H 0.615 0.986 -0.427
H 0.178 -0.151 -1.890
H 1.081 -0.773 -0.492
```

Calculated values
Spin multiplicity: 1
Total charge: -1
Energy above the lowest of the compared OMol25 structures with the same formula, charge and spin, kcal per mole: 32.1
Lowest unoccupied orbital energy, eV: 3.669
HOMO-LUMO gap, eV: 7.7
Calculated total energy, eV: -21865.9525
HOMO, eV: -4.01

# 3
Here is a molecular structure, C36H100FeN5O16 in a non-equilibrium geometry from OMol25. Energies are from ωB97M-V/def2-TZVPD.

Structure (XYZ):
```
158
C36H100FeN5O16 (ωB97M-V/def2-TZVPD)
Fe -12.553 10.874 27.301
C -16.827 11.381 25.776
C -16.494 10.008 25.213
C -17.292 9.913 23.827
C -16.856 8.727 23.027
C -15.287 8.762 22.874
C -14.533 8.660 24.218
N -15.040 9.796 25.024
O -14.308 10.021 26.223
C -13.026 8.895 23.914
C -14.682 7.240 24.756
C -17.075 8.945 26.106
H -17.897 11.406 25.985
H -16.628 12.218 25.106
H -16.322 11.594 26.719
H -17.026 10.800 23.249
H -18.381 9.883 23.878
H -17.324 8.865 22.051
H -17.172 7.743 23.374
H -15.073 9.735 22.428
H -14.986 7.952 22.209
H -12.470 8.497 24.763
H -12.866 9.954 23.709
H -12.688 8.395 23.006
H -14.869 7.267 25.831
H -13.793 6.610 24.708
H -15.486 6.633 24.338
H -16.571 8.858 27.069
H -17.028 7.951 25.659
H -18.143 9.022 26.316
C -10.789 9.745 20.565
O -9.387 10.058 20.677
H -11.061 8.878 21.174
H -11.379 10.547 21.003
H -10.876 9.313 19.567
H -8.891 9.305 20.347
C -12.513 5.969 21.100
O -11.360 5.339 21.664
H -12.299 7.031 20.978
H -12.717 5.555 20.111
H -13.420 5.817 21.684
H -10.684 5.385 20.983
C -21.044 12.498 27.520
O -21.792 13.100 26.495
H -21.690 11.668 27.805
H -20.010 12.277 27.261
H -20.977 13.247 28.312
H -22.677 13.351 26.769
C -17.161 10.847 18.888
O -17.471 12.196 18.453
H -16.143 10.474 19.006
H -17.630 10.602 19.844
H -17.700 10.222 18.177
H -17.098 12.823 19.077
C -14.958 12.757 22.631
O -13.968 12.272 23.567
H -15.788 13.222 23.166
H -14.556 13.381 21.835
H -15.451 11.959 22.072
H -14.310 11.463 23.976
C -18.657 14.615 25.028
C -19.705 14.272 23.939
C -19.849 12.802 23.820
O -20.873 12.377 22.909
C -21.284 11.040 23.210
N -20.977 14.868 24.313
H -18.560 15.699 24.968
H -17.658 14.191 24.920
H -19.005 14.302 26.014
H -19.283 14.724 23.041
H -19.960 12.310 24.788
H -18.936 12.436 23.339
H -21.989 11.091 24.042
H -20.427 10.481 23.593
H -21.663 10.429 22.392
H -21.286 14.404 25.161
H -21.655 14.571 23.622
C -13.189 14.961 25.934
C -12.960 13.822 26.928
C -14.212 13.436 27.752
O -13.962 12.140 28.314
C -14.955 11.707 29.305
N -12.567 12.663 26.127
H -13.285 15.908 26.466
H -14.015 14.668 25.286
H -12.357 15.076 25.239
H -12.101 14.034 27.566
H -15.050 13.508 27.056
H -14.461 14.120 28.564
H -15.474 12.540 29.776
H -14.342 11.239 30.075
H -15.591 10.962 28.828
H -11.664 12.803 25.684
H -13.018 12.651 25.217
C -20.362 8.150 30.168
C -19.343 8.769 29.207
C -18.582 10.023 29.698
O -19.528 11.074 30.039
C -18.828 12.343 29.967
N -18.307 7.823 28.871
H -21.075 8.899 30.513
H -19.923 7.630 31.020
H -21.039 7.428 29.709
H -19.842 8.943 28.251
H -18.006 10.251 28.798
H -17.926 9.844 30.551
H -18.380 12.637 29.015
H -17.982 12.415 30.654
H -19.512 13.171 30.149
H -17.688 8.067 28.109
H -18.876 7.149 28.369
C -19.117 5.283 23.949
C -18.619 4.366 22.824
C -18.382 2.900 23.238
O -17.714 2.748 24.504
C -16.406 3.342 24.653
N -19.602 4.394 21.752
H -19.963 4.783 24.418
H -19.378 6.191 23.406
H -18.246 5.472 24.577
H -17.689 4.724 22.377
H -17.918 2.385 22.394
H -19.351 2.401 23.291
H -15.943 2.990 25.573
H -16.294 4.428 24.628
H -15.915 2.912 23.778
H -20.459 4.026 22.150
H -19.836 5.371 21.627
C -9.586 5.147 24.531
C -10.904 4.462 24.993
O -11.356 3.481 24.039
O -8.411 4.312 24.618
H -9.398 6.123 24.981
H -9.671 5.500 23.501
H -11.714 5.184 25.114
H -10.709 3.971 25.947
H -11.634 4.006 23.281
H -8.601 3.431 24.284
C -13.173 7.930 28.730
C -12.286 7.102 27.830
O -11.001 6.923 28.372
O -12.722 9.250 28.766
H -13.137 7.541 29.749
H -14.191 7.695 28.417
H -12.231 7.645 26.882
H -12.809 6.170 27.616
H -10.519 7.752 28.322
H -11.904 9.154 29.266
C -8.484 10.497 23.793
C -9.557 9.394 23.852
O -9.696 8.599 25.054
O -7.737 10.713 25.030
H -8.843 11.451 23.405
H -7.650 10.330 23.112
H -9.558 8.685 23.026
H -10.526 9.893 23.782
H -10.242 9.123 25.643
H -8.281 11.231 25.629
```

Calculated values
Spin multiplicity: 5
Total charge: +1
Expectation value of S²: 6.0241
Lowest unoccupied orbital energy (alpha / beta), eV: -4.036 / -4.546
HOMO-LUMO gap (alpha / beta), eV: 6.6 / 5.6
Calculated total energy, eV: -113534.4915
HOMO (alpha / beta), eV: -10.66 / -10.12

# 4
Here is a molecular structure, C4H4NdO in a non-equilibrium geometry from OMol25. Energies are from ωB97M-V/def2-TZVPD.

Structure (XYZ):
```
10
C4H4NdO (ωB97M-V/def2-TZVPD)
H -0.761 -2.476 0.460
C -4.234 0.179 -0.477
C -3.022 0.254 -0.410
H -5.298 0.328 -0.473
C -1.636 -0.060 -0.272
C -1.159 -0.597 0.859
O -0.334 -1.687 0.883
Nd 2.089 -2.240 2.191
H -1.045 -0.112 -1.192
H -1.580 -0.386 1.843
```

Calculated values
Spin multiplicity: 5
Total charge: +2
Expectation value of S²: 6.0030
Lowest unoccupied orbital energy (alpha / beta), eV: -10.154 / -10.022
HOMO-LUMO gap (alpha / beta), eV: 4.8 / 4.9
Calculated total energy, eV: -21514.9822
HOMO (alpha / beta), eV: -14.94 / -14.94

Question: What is the calculated total energy in the fourth record?
Answer: -21514.9822 eV

Question: What is the spin multiplicity in the fourth record?
Answer: 5

Question: spin multiplicity of number 2 (C5H4ClO2)?
Answer: 1

Question: What is the formula in the third record?
Answer: C36H100FeN5O16